1.
C19H64N6O13 | ωB97M-V with the def2-TZVPD basis set

Each line ends with the Löwdin charge.
Atoms and positions in Å:
C -1.317 -2.423 -2.947  -0.040
C -1.442 -1.334 -4.104  -0.264
O -2.634 -1.587 -4.856  -0.084
H -0.489 -2.095 -2.297  0.051
H -0.999 -3.490 -3.169  0.097
H -2.253 -2.597 -2.533  0.018
H -0.585 -1.268 -4.670  0.057
H -1.499 -0.389 -3.603  0.057
H -3.126 -0.754 -5.061  0.090
C -0.826 4.737 1.332  -0.061
C -1.276 3.744 0.280  -0.415
O -2.584 3.931 0.196  -0.033
H 0.229 4.601 1.583  0.047
H -1.356 4.595 2.236  0.060
H -0.896 5.800 1.060  0.083
H -0.987 2.776 0.505  0.058
H -0.756 3.897 -0.676  0.111
H -2.780 3.150 -0.373  0.086
C -3.977 -3.427 -0.335  -0.068
C -2.913 -2.332 -0.014  -0.287
O -2.860 -2.273 1.403  -0.120
H -3.621 -4.308 0.206  0.081
H -4.063 -3.722 -1.343  0.042
H -5.058 -3.175 -0.199  0.090
H -3.211 -1.320 -0.413  0.128
H -2.013 -2.672 -0.477  0.051
H -3.769 -2.103 1.658  0.085
C 3.917 2.217 0.218  -0.073
C 3.007 3.090 -0.518  -0.407
O 2.782 4.245 0.097  -0.033
H 4.126 1.339 -0.347  0.076
H 3.437 1.715 1.071  0.056
H 4.854 2.723 0.521  0.107
H 2.183 2.500 -0.859  0.079
H 3.483 3.403 -1.474  0.134
H 2.509 4.696 -0.700  0.116
C 0.241 -4.199 0.057  -0.081
C 1.241 -4.806 1.003  -0.297
O 1.697 -3.814 1.876  -0.128
H 0.451 -4.607 -0.845  0.019
H 0.327 -3.081 -0.003  0.071
H -0.799 -4.375 0.278  0.066
H 2.092 -5.218 0.361  0.138
H 0.816 -5.631 1.596  0.123
H 2.645 -3.760 1.569  0.127
C -0.113 2.013 -4.358  -0.059
C 0.536 2.323 -3.067  -0.336
O 0.081 1.419 -2.126  -0.092
H -1.210 1.983 -4.278  0.065
H 0.119 1.018 -4.704  0.062
H 0.145 2.648 -5.199  0.086
H 0.551 3.341 -2.670  0.115
H 1.557 2.167 -3.221  0.086
H 0.670 1.311 -1.369  0.026
C 2.047 2.730 3.138  -0.623
O 1.058 2.232 2.327  -0.096
N 2.967 3.497 2.720  0.209
N 2.236 2.119 4.267  0.151
H 2.852 3.849 1.790  0.063
H 3.878 3.517 3.232  0.170
H 1.364 1.822 4.716  0.151
H 3.003 2.413 4.927  0.163
C -0.430 -2.256 4.252  -0.644
O 0.713 -2.429 5.010  -0.153
N -0.498 -2.769 3.018  0.163
N -1.446 -1.628 4.691  0.155
H 0.375 -3.222 2.630  0.067
H -1.307 -2.716 2.332  0.091
H -1.538 -1.282 5.653  0.133
H -2.286 -1.500 4.110  0.108
C 2.106 -2.429 -2.896  -0.661
O 1.607 -3.726 -2.870  -0.126
N 2.139 -1.710 -3.947  0.176
N 2.586 -1.834 -1.872  0.196
H 2.047 -2.205 -4.818  0.129
H 2.369 -0.715 -4.021  0.132
H 2.636 -2.378 -1.003  0.139
H 2.632 -0.863 -1.970  0.091
C 2.861 -0.823 2.770  -0.149
O 3.791 0.095 3.305  -0.155
H 3.392 -1.784 3.053  0.106
H 2.765 -0.675 1.713  0.053
H 1.952 -0.784 3.333  0.058
H 3.383 0.986 3.273  0.013
C 0.147 -0.276 0.201  -0.134
O 1.145 0.729 0.134  -0.182
H 0.413 -1.129 -0.456  0.054
H -0.900 -0.040 -0.008  0.065
H 0.182 -0.672 1.210  0.076
H 1.008 1.294 0.962  0.057
C -3.376 1.395 -2.702  -0.113
O -2.555 1.283 -1.529  -0.141
H -4.463 1.559 -2.388  0.117
H -3.361 0.529 -3.308  0.033
H -2.974 2.212 -3.273  0.066
H -1.663 1.502 -1.792  0.012
C -2.598 1.096 2.126  -0.180
O -3.826 0.511 2.213  -0.102
H -2.504 2.077 2.584  0.087
H -2.220 1.140 1.084  0.063
H -1.999 0.353 2.653  0.067
H -3.996 0.287 3.129  0.078

Atoms 1-3, force components in eV/Å:
2.4 -0.3 -2.1
-2.2 -1.8 2.5
-0.4 0.9 -0.4

Summary:
**Charge**: 0
**Relative energy (zero: lowest compared OMol25 entry of this formula, charge and spin)**: 251.45 kJ/mol
**HOMO-LUMO gap**: 0.3100 hartree
**E_LUMO**: 0.07 eV
**E_tot**: -56292.837 eV



2.
C19H76BrCl2F3O25Si2 | ωB97M-V with the def2-TZVPD basis set

Each line ends with the Löwdin charge.
Atoms and positions in Å:
C 3.315 -1.421 1.492  -0.141
O 2.088 -0.701 1.178  -0.300
C 2.152 0.602 1.832  -0.210
C 2.853 1.728 0.922  -0.159
C 1.818 2.740 0.207  -0.185
C 2.014 2.804 -1.408  -0.181
C 0.556 2.690 -2.168  -0.202
C 0.272 1.112 -2.325  -0.195
C -1.324 0.884 -2.558  -0.186
C -1.595 -0.691 -2.400  -0.215
C -3.177 -0.970 -2.115  -0.232
C -3.314 -2.552 -1.848  -0.288
Si -3.287 -3.029 0.012  0.534
O -4.317 -2.053 1.007  -0.355
Si -3.439 -0.869 1.911  0.560
C -2.633 -1.551 3.529  -0.208
C -1.024 -1.391 3.513  -0.733
O -0.519 -0.342 3.995  -0.043
Br 0.205 -2.773 2.811  0.751
C -4.643 0.546 2.491  -0.175
C -4.036 2.013 2.283  -0.264
O -5.161 2.949 2.370  -0.058
C -2.974 2.469 3.397  -0.333
F -2.931 1.656 4.551  0.082
F -1.692 2.523 2.798  0.068
F -3.246 3.805 3.862  0.054
C -3.774 -4.911 0.062  -0.637
Cl -4.903 -5.592 -1.244  0.489
C -3.301 -5.835 1.023  -0.672
C -2.286 -5.413 2.187  -0.145
Cl -3.779 -7.615 0.994  0.533
H 3.471 -1.527 2.620  0.099
H 3.245 -2.494 1.068  0.068
H 4.245 -0.920 1.051  0.071
H 1.064 0.913 2.042  0.112
H 2.667 0.517 2.853  0.124
H 3.496 1.189 0.143  0.103
H 3.561 2.327 1.587  0.108
H 0.737 2.476 0.506  0.100
H 2.029 3.784 0.627  0.101
H 2.579 3.751 -1.705  0.086
H 2.612 1.878 -1.736  0.100
H 0.638 3.163 -3.214  0.068
H -0.290 3.132 -1.540  0.111
H 0.517 0.585 -1.335  0.109
H 0.829 0.629 -3.202  0.119
H -1.627 1.228 -3.604  0.075
H -1.904 1.433 -1.741  0.109
H -1.332 -1.263 -3.373  0.082
H -0.967 -1.194 -1.575  0.110
H -3.598 -0.338 -1.266  0.070
H -3.701 -0.756 -3.125  0.104
H -2.369 -3.049 -2.300  0.092
H -4.199 -3.029 -2.414  0.061
H -1.890 -2.947 0.472  0.008
H -2.401 -0.233 1.103  0.033
H -2.981 -0.904 4.423  0.096
H -2.940 -2.621 3.784  0.079
H -5.656 0.447 1.942  0.109
H -4.867 0.386 3.603  0.096
H -3.558 2.144 1.256  0.152
H -5.095 3.557 1.604  0.114
H -2.246 -6.237 2.993  0.088
H -2.730 -4.493 2.696  0.050
H -1.236 -5.160 1.815  0.049
O -0.951 -1.688 -5.228  -0.077
H -0.827 -2.632 -5.385  0.052
H -1.556 -1.414 -5.928  0.015
O 1.720 -3.182 -1.120  -0.055
H 2.176 -2.548 -1.688  0.056
H 1.816 -2.811 -0.232  -0.003
O 1.182 -5.329 -3.375  -0.062
H 0.271 -5.021 -3.455  0.025
H 1.553 -4.777 -2.674  -0.004
O -3.065 0.164 -5.533  -0.055
H -3.711 0.835 -5.279  0.079
H -2.406 0.192 -4.824  0.004
O -2.016 4.416 6.344  -0.062
H -1.265 4.899 5.979  0.003
H -2.393 3.958 5.581  -0.012
O 6.034 0.130 1.012  -0.074
H 6.253 -0.025 1.938  0.038
H 6.688 -0.390 0.528  0.044
O 5.433 -3.805 0.271  -0.059
H 4.613 -3.896 -0.231  0.022
H 5.684 -4.714 0.475  0.041
O -3.225 -3.162 -5.764  -0.048
H -3.773 -2.370 -5.834  0.033
H -3.513 -3.573 -4.939  0.036
O -4.954 1.801 -1.662  -0.073
H -5.501 2.592 -1.732  0.039
H -5.244 1.391 -0.839  0.009
O 8.674 0.502 2.042  -0.052
H 9.004 0.888 2.864  0.047
H 8.993 1.102 1.357  0.055
O 10.018 -1.156 4.354  -0.076
H 9.890 -2.063 4.665  0.007
H 9.516 -1.119 3.529  0.007
O -7.491 0.773 -1.447  -0.057
H -7.369 -0.172 -1.604  0.046
H -8.096 1.049 -2.146  0.047
O -7.512 3.515 4.591  -0.060
H -7.880 2.716 4.989  0.032
H -6.835 3.185 3.985  -0.001
O 0.756 5.743 5.141  -0.050
H 1.407 5.399 5.765  0.046
H 1.280 5.996 4.371  0.040
O -0.354 2.744 -5.062  -0.052
H -0.227 1.798 -5.217  0.050
H -0.957 3.016 -5.767  0.065
O 2.297 3.936 -6.290  -0.056
H 2.581 3.161 -6.792  0.048
H 1.653 3.584 -5.659  0.007
O 1.522 5.361 -2.894  -0.061
H 1.175 5.908 -3.610  0.050
H 2.003 5.986 -2.336  0.051
O -3.185 -0.420 -8.345  -0.066
H -2.705 0.211 -8.893  0.035
H -3.121 -0.053 -7.451  -0.022
O 8.620 -3.060 6.102  -0.061
H 7.969 -2.388 6.343  0.050
H 9.270 -3.020 6.815  0.051
O 5.012 4.295 -4.616  -0.070
H 4.190 4.210 -5.119  -0.007
H 5.262 3.384 -4.420  0.030
O 7.318 -3.373 8.598  -0.069
H 7.604 -4.152 8.104  0.031
H 6.677 -3.718 9.231  0.042

Atoms 1-3, force components in eV/Å:
0.5 -0.8 -0.3
1.5 0.5 1.1
-0.7 0.9 0.0

Summary:
**Charge**: 0
**HOMO-LUMO gap**: 0.3353 hartree
**E_LUMO**: -0.32 eV
**E_tot**: -191116.792 eV